Entry 1:
Formula: C4H8O2
Source: OMol25
Level of theory: the ωB97M-V functional and the def2-TZVPD basis

## Properties
LUMO energy, hartree: 0.0256
E_tot, eV: -8368.740
M, g mol⁻¹: 88.1
Frontier orbital gap, eV: 10.22
Energy relative to the best compared isomer or geometry (same formula, charge and spin), kJ/mol: 438.2

```
! wB97M-V def2-TZVPD RIJCOSX def2/J DEFGRID3
* xyz 0 1
C -0.7324 -0.8523 1.1689
C 0.0900 0.3104 0.9182
O 1.4613 0.1191 0.6493
C 1.4144 0.3554 -0.7575
C -0.0457 0.7947 -0.8631
O -0.8874 0.1071 -1.6257
H -0.2284 -1.8143 1.2403
H -1.5894 -0.7130 1.8235
H -1.4456 -1.1555 0.0211
H -0.1343 1.2105 1.5001
H 1.5861 -0.5716 -1.3183
H 2.1519 1.1079 -1.0566
H -0.2481 1.8725 -0.7827
H -1.3926 -0.7708 -0.9175
*
```

Löwdin atomic charge list, values in e, 6 entries:
1 C -0.015
2 C -0.283
3 O -0.103
4 C -0.143
5 C -0.302
6 O -0.106

***

Entry 2:
Formula: C4H8O2
Source: OMol25
Level of theory: the ωB97M-V functional and the def2-TZVPD basis

## Properties
LUMO energy, hartree: 0.0377
E_tot, eV: -8368.608
M, g mol⁻¹: 88.1
Frontier orbital gap, eV: 10.58
Energy relative to the best compared isomer or geometry (same formula, charge and spin), kJ/mol: 451.0

```
! wB97M-V def2-TZVPD RIJCOSX def2/J DEFGRID3
* xyz 0 1
C 1.3103 -0.3934 1.0145
O 1.1868 0.6637 -0.2585
C -0.0698 0.7205 -0.8738
C -0.5286 -0.7253 -0.9977
O -0.9269 -0.6626 0.3915
C -1.0782 0.7699 0.2651
H 0.6493 -1.1132 1.5716
H 2.0829 -0.9806 0.5588
H 1.5868 0.3621 1.7227
H -0.1583 1.4128 -1.7339
H 0.2639 -1.4509 -1.2302
H -1.4327 -0.9141 -1.5735
H -0.7664 1.3595 1.1390
H -2.1192 0.9516 0.0044
*
```

Löwdin atomic charge list, values in e, 6 entries:
1 C 0.028
2 O -0.160
3 C -0.319
4 C -0.126
5 O -0.198
6 C -0.125

***

Entry 3:
Formula: C4H8O2
Source: OMol25
Level of theory: the ωB97M-V functional and the def2-TZVPD basis

## Properties
Structure (SMILES): C1=COCCO1.[H][H]
LUMO energy, hartree: 0.0387
E_tot, eV: -8370.403
M, g mol⁻¹: 88.1
Frontier orbital gap, eV: 9.36
Energy relative to the best compared isomer or geometry (same formula, charge and spin), kJ/mol: 277.8

```
! wB97M-V def2-TZVPD RIJCOSX def2/J DEFGRID3
* xyz 0 1
C -0.7964 -0.8794 0.9560
C -1.2934 0.2511 0.4558
O -0.5256 1.2190 -0.1371
C 0.8421 1.0811 0.2090
C 1.2982 -0.3682 0.0916
O 0.5288 -1.2173 0.9276
H -1.4146 -1.6279 1.4359
H -2.3506 0.4860 0.4675
H 0.9918 1.4319 1.2389
H 1.4099 1.7182 -0.4744
H 2.3372 -0.4673 0.4198
H 1.2202 -0.7025 -0.9511
H -1.0604 -0.8241 -2.3765
H -1.1873 -0.1006 -2.2631
*
```

Löwdin atomic charge list, values in e, 6 entries:
1 C -0.139
2 C -0.172
3 O -0.120
4 C -0.167
5 C -0.168
6 O -0.085

***

Entry 4:
Formula: C4H8O2
Source: OMol25
Level of theory: the ωB97M-V functional and the def2-TZVPD basis

## Properties
Structure (SMILES): CO[C@H]1C[C@H]1O
LUMO energy, hartree: 0.0378
E_tot, eV: -8370.331
M, g mol⁻¹: 88.1
Frontier orbital gap, eV: 10.51
Energy relative to the best compared isomer or geometry (same formula, charge and spin), kJ/mol: 284.7

```
! wB97M-V def2-TZVPD RIJCOSX def2/J DEFGRID3
* xyz 0 1
C -0.6482 -1.8184 -0.9702
O -0.4142 -1.2037 0.2737
C 0.4955 -0.1880 0.1108
C 0.1421 1.2046 -0.2966
C 0.7846 0.8849 1.0932
O -0.0216 1.2487 2.1707
H -1.3118 -2.6642 -0.7884
H -1.1111 -1.1100 -1.6728
H 0.2980 -2.1741 -1.4103
H 1.4368 -0.4896 -0.3602
H 0.5589 1.6641 -1.1950
H -0.9247 1.4322 -0.1623
H 1.8320 0.8822 1.4127
H -0.5828 1.9436 1.8155
*
```

Löwdin atomic charge list, values in e, 6 entries:
1 C -0.100
2 O -0.108
3 C -0.363
4 C -0.022
5 C -0.272
6 O -0.006

***

Entry 5:
Formula: C4H8O2
Source: OMol25
Level of theory: the ωB97M-V functional and the def2-TZVPD basis

## Properties
LUMO energy, hartree: 0.0271
E_tot, eV: -8367.652
M, g mol⁻¹: 88.1
Frontier orbital gap, eV: 7.99
Energy relative to the best compared isomer or geometry (same formula, charge and spin), kJ/mol: 543.2

```
! wB97M-V def2-TZVPD RIJCOSX def2/J DEFGRID3
* xyz 0 1
C 0.1366 1.0828 0.1113
C 1.4268 0.4807 0.6504
O 1.4362 -0.8068 0.0793
C 0.1388 -1.2841 0.1536
C -1.8462 -0.5039 -0.9549
O -0.7245 -0.0922 0.1566
H -0.2592 1.8916 0.7372
H 0.2101 1.4264 -0.9256
H 2.3332 0.9967 0.3333
H 1.3877 0.4084 1.7466
H -0.1373 -1.7970 1.0820
H -0.0639 -1.9101 -0.7136
H -2.6937 0.1154 -0.6493
H -1.3448 -0.0078 -1.8068
*
```

Löwdin atomic charge list, values in e, 6 entries:
1 C -0.084
2 C -0.157
3 O -0.065
4 C -0.176
5 C -0.012
6 O -0.282

***

Entry 6:
Formula: C4H8O2
Source: OMol25
Level of theory: the ωB97M-V functional and the def2-TZVPD basis

## Properties
Structure (SMILES): C[C@H]1OC[C@H]1O
LUMO energy, hartree: 0.0329
E_tot, eV: -8371.431
M, g mol⁻¹: 88.1
Frontier orbital gap, eV: 10.72
Energy relative to the best compared isomer or geometry (same formula, charge and spin), kJ/mol: 178.6

```
! wB97M-V def2-TZVPD RIJCOSX def2/J DEFGRID3
* xyz 0 1
C 1.4486 0.7062 0.1083
C 0.6325 -0.5715 0.0330
O -0.0039 -0.8568 1.2930
C -1.2860 -0.4494 0.7918
C -0.7495 -0.4670 -0.6499
O -1.0247 0.5769 -1.5352
H 0.8428 1.5492 0.4651
H 2.2597 0.5684 0.8293
H 1.8896 0.9681 -0.8600
H 1.2616 -1.4080 -0.2944
H -1.5735 0.5539 1.1409
H -2.0752 -1.1613 1.0563
H -1.0219 -1.3874 -1.1716
H -0.5999 1.3789 -1.2065
*
```

Löwdin atomic charge list, values in e, 6 entries:
1 C -0.038
2 C -0.322
3 O -0.088
4 C -0.121
5 C -0.308
6 O -0.006

***

Entry 7:
Formula: C4H8O2
Source: OMol25
Level of theory: the ωB97M-V functional and the def2-TZVPD basis

## Properties
Structure (SMILES): O=CCCC=O.[H][H]
LUMO energy, hartree: 0.0285
E_tot, eV: -8369.609
M, g mol⁻¹: 88.1
Frontier orbital gap, eV: 10.90
Energy relative to the best compared isomer or geometry (same formula, charge and spin), kJ/mol: 354.4

```
! wB97M-V def2-TZVPD RIJCOSX def2/J DEFGRID3
* xyz 0 1
O -0.2710 -0.5969 -1.6191
C -0.7478 -0.0128 -0.6723
C -0.0337 1.0250 0.0968
C 0.6177 -0.1486 0.9900
C 0.3123 -1.7246 1.0427
O -0.0112 -2.2672 2.0706
H -1.6148 -0.3825 -0.0908
H -0.6602 1.7445 0.6524
H 0.7023 1.6116 -0.4771
H 0.5220 0.1554 2.0224
H 1.6360 -0.1842 0.6028
H 0.6062 -2.3430 0.1669
H -0.5831 1.9201 -2.3198
H -0.4745 1.2031 -2.4655
*
```

Löwdin atomic charge list, values in e, 6 entries:
1 O -0.016
2 C -0.410
3 C -0.143
4 C -0.097
5 C -0.240
6 O 0.052

***

Entry 8:
Formula: C4H8O2
Source: OMol25
Level of theory: the ωB97M-V functional and the def2-TZVPD basis

## Properties
Structure (SMILES): C[C@@]1(O)C[C@H]1O
LUMO energy, hartree: 0.0321
E_tot, eV: -8371.520
M, g mol⁻¹: 88.1
Frontier orbital gap, eV: 10.39
Energy relative to the best compared isomer or geometry (same formula, charge and spin), kJ/mol: 170.0

```
! wB97M-V def2-TZVPD RIJCOSX def2/J DEFGRID3
* xyz 0 1
C -1.1473 0.2521 -0.9461
C -0.0619 0.4637 0.0793
O 0.3202 1.7996 0.2723
C 0.0339 -0.4619 1.2688
C 1.0754 -0.5057 0.1923
O 1.1001 -1.6600 -0.5925
H -2.1233 0.5640 -0.5557
H -1.2104 -0.8022 -1.2268
H -0.9327 0.8457 -1.8407
H -0.4271 2.2560 0.6797
H 0.3189 -0.0374 2.2269
H -0.6544 -1.3022 1.3090
H 2.0466 -0.0705 0.4308
H 1.4435 -1.4151 -1.4614
*
```

Löwdin atomic charge list, values in e, 6 entries:
1 C -0.011
2 C -0.523
3 O 0.010
4 C -0.011
5 C -0.303
6 O -0.008

***

| no. | HOMO (eV) |
| --- | --- |
| 1 | -9.52 |
| 2 | -9.56 |
| 3 | -8.31 |
| 4 | -9.48 |
| 5 | -7.26 |
| 6 | -9.83 |
| 7 | -10.13 |
| 8 | -9.51 |